1.
Density functional theory data (wB97M-V/def2-TZVPD) for a 2-piece molecular cluster, C3H3Br3O overall at a distorted geometry.

XYZ file:
```
10
C3H3Br3O | OMol25 | wB97M-V/def2-TZVPD
C -0.21771 -0.82858 0.32391
C -0.56517 -1.14590 -1.01367
C 1.50776 0.76406 -0.73585
O 0.58064 -1.52227 0.89915
Br -1.63850 0.01551 -2.07126
Br 1.75367 1.50667 -2.48334
Br 2.85482 -0.29392 0.06014
H -0.67285 0.09476 0.65867
H -0.36313 -2.00592 -1.63222
H 1.07113 1.46788 -0.08324
```

Calculated values
Highest occupied orbital energy (spin up / spin down) ... -8.919 / -9.188 eV
Kohn-Sham gap (spin up / spin down) ... 7.322 / 8.012 eV
LUMO level (spin up / spin down) ... -1.60 / -1.18 eV
Multiplicity ... 1



2.
Density functional theory data (wB97M-V/def2-TZVPD) for C22H24FN3O3 as an isolated structure.

XYZ file:
```
53
C22H24FN3O3 | OMol25 | wB97M-V/def2-TZVPD
O -0.61875 0.83509 -1.68671
C 0.22429 1.51561 -2.24877
C 0.33152 2.98517 -2.11771
C -0.29694 3.69134 -1.17490
C -0.10078 5.16888 -0.96951
C -1.45239 5.65166 -0.43604
C -1.99824 4.46587 0.38440
C -1.28596 3.20327 -0.14942
N 1.16406 0.95120 -3.08383
C 1.44650 -0.46881 -2.93854
C 2.33408 -0.69994 -1.74985
C 2.64999 -2.04976 -1.07380
C 3.18157 -1.09092 0.02300
N 3.45342 -1.56624 1.36781
C 4.11665 -0.68089 2.22722
O 5.26344 -0.85507 2.58977
C 3.37609 0.52334 2.64077
C 2.04813 0.84219 2.61124
C 1.94586 2.16684 3.13518
C 0.89394 3.06117 3.35110
F -0.35559 2.66902 3.03186
C 1.11040 4.30900 3.86488
C 2.42541 4.70077 4.18929
C 3.50206 3.86744 3.99964
C 3.24603 2.59756 3.46692
N 4.09849 1.57482 3.15835
C 4.31825 -0.40458 -0.75142
O 3.65545 -0.15837 -2.00049
C 2.00770 -0.15760 -0.35033
H 1.02401 3.49283 -2.78154
H 0.67114 5.30731 -0.20322
H 0.23598 5.68186 -1.86991
H -1.36197 6.56226 0.15570
H -2.11862 5.87461 -1.27187
H -1.80706 4.60337 1.44923
H -3.07842 4.38012 0.26956
H -1.96026 2.45997 -0.56537
H -0.74020 2.68772 0.64668
H 1.95584 1.52752 -3.32274
H 0.50203 -0.99019 -2.79700
H 1.92308 -0.84184 -3.84536
H 1.75959 -2.58699 -0.75246
H 3.36471 -2.70341 -1.57459
H 4.03502 -2.39816 1.31526
H 1.24621 0.20980 2.27431
H 0.27380 4.97603 4.01851
H 2.58463 5.68896 4.59970
H 4.50582 4.18134 4.25175
H 5.09010 1.52642 3.31959
H 4.63333 0.53952 -0.29780
H 5.19128 -1.04336 -0.90761
H 2.12647 0.91364 -0.19114
H 1.04541 -0.50919 0.01114
```

Calculated values
Highest occupied orbital energy ... -8.473 eV
Kohn-Sham gap ... 8.658 eV
LUMO level ... 0.19 eV
Multiplicity ... 1



3.
Density functional theory data (wB97M-V/def2-TZVPD) for an isolated ion of composition CH3N2O2S and charge -1 at a distorted geometry.

XYZ file:
```
9
CH3N2O2S | OMol25 | wB97M-V/def2-TZVPD
N 1.52359 0.10758 0.50115
N 0.34375 0.15805 -0.16710
C -0.79699 -0.53736 -0.16369
S -0.95123 -2.37698 0.19785
O -2.43533 -2.67251 0.24419
O -0.32260 -2.82042 -1.12119
H 1.46896 -0.89074 0.86993
H 0.27867 1.04637 -0.42899
H -1.68303 0.03631 -0.45969
```

Calculated values
Highest occupied orbital energy ... -3.696 eV
SMILES ... [NH-]NC=S(=O)=O
Kohn-Sham gap ... 7.762 eV
LUMO level ... 4.07 eV
Net charge ... -1
Multiplicity ... 1